DFT (ωB97M-V/def2-TZVPD) results for one molecule with the formula C3H3ClN2S in a non-equilibrium geometry.

- LUMO: 0.0147 Ha
- Energy: -1083.95907 a.u.
- Relative energy (zero: lowest compared OMol25 entry of this formula, charge and spin): 1.291 eV
- 2S+1: 1

Each line ends with the natural charge from an NBO analysis.
Element x y z (Å)
C: -0.22 -1.05 1.44  0.174
C: 1.61 -0.35 0.77  -0.134
C: 0.68 0.20 -0.02  0.123
H: -2.75 0.79 0.16  0.126
H: -1.05 -1.61 1.89  0.207
H: 2.67 -0.48 0.65  0.222
N: -0.49 -0.11 0.43  -0.548
N: 1.04 -1.12 1.75  -0.404
S: -1.94 -0.21 -0.37  0.229
Cl: 0.93 1.20 -1.49  0.003